Entry 1:
Computed, not measured: C18H24BrCoF6NO12S2 as an isolated structure in a non-equilibrium geometry, with ωB97M-V/def2-TZVPD.

Geometry as XYZ:
```
65
Properties=species:S:1:pos:R:3:mulliken_charge:R:1
Co 0.10530 -1.04742 -0.56502 1.595
Br -0.84270 -3.38294 -1.06449 -0.687
C 2.05593 -0.47759 -4.44891 0.704
F 3.27975 -0.80099 -4.89138 -0.195
F 1.55611 0.45875 -5.25067 -0.216
F 1.21974 -1.52923 -4.34953 -0.203
S 2.28906 0.22056 -2.71426 0.542
O 3.65631 0.55533 -2.64037 -0.556
O 1.36321 1.33367 -2.72501 -0.598
N 1.85904 -0.97933 -1.48942 0.167
S 3.13643 -1.88586 -1.34164 0.881
O 2.76845 -2.91797 -0.40478 -0.578
O 3.73073 -2.33264 -2.61089 -0.651
C 4.61576 -0.74913 -0.40698 0.592
F 5.51542 -0.40375 -1.32001 -0.210
F 4.10643 0.36407 0.13724 -0.179
F 5.12769 -1.55187 0.47626 -0.226
O -1.68562 -0.53379 0.41876 0.017
C -2.67317 -0.95272 1.12084 0.114
O -3.81944 -0.27338 1.16268 -0.322
C -4.73466 -0.70497 2.15258 -0.452
C -4.13783 -2.07367 2.62116 -0.631
C -2.67813 -2.05735 2.17301 -0.126
H -5.72921 -0.75049 1.70884 0.300
H -4.60561 0.03023 2.94689 0.275
H -4.61483 -2.91993 2.12679 0.341
H -4.10170 -1.97846 3.70639 0.294
H -2.24406 -2.99327 1.82127 0.349
H -2.00413 -1.77451 2.98161 0.085
O 0.52094 0.91915 0.16950 0.185
C 0.38936 2.16563 0.34484 -0.235
O -0.36702 2.88722 -0.42767 -0.125
C -0.47971 4.19789 -0.12243 -0.418
C 0.43076 4.33776 1.09600 -0.816
C 1.14990 2.93225 1.35687 -0.122
H -1.54708 4.41200 -0.06782 0.328
H -0.13119 4.79725 -0.96350 0.307
H -0.04043 4.73584 1.99468 0.332
H 1.20956 5.08597 0.94853 0.296
H 0.89351 2.63231 2.37294 0.216
H 2.21345 2.91632 1.11872 0.280
O 0.75313 -1.81028 1.62569 -0.547
C 1.42402 -1.86141 2.70088 0.276
O 1.68437 -0.77974 3.56503 -0.274
C 2.48148 -1.17343 4.61288 -0.487
C 3.08145 -2.48230 4.14565 -0.538
C 1.88300 -3.10092 3.42739 -0.564
H 1.87983 -1.18668 5.52169 0.343
H 3.35900 -0.52808 4.65257 0.279
H 3.45686 -3.09069 4.96848 0.390
H 3.84411 -2.38006 3.37364 0.222
H 1.19876 -3.66530 4.06096 0.322
H 2.20622 -3.87717 2.73380 0.314
O -1.18286 -0.22439 -2.17614 -0.447
C -1.98981 0.50101 -2.75392 -0.011
O -3.21999 -0.06015 -3.11856 -0.380
C -4.08912 0.89724 -3.70918 -0.473
C -2.98886 1.95784 -4.28600 -0.662
C -1.88856 1.96808 -3.27841 0.164
H -4.87596 1.26873 -3.05269 0.251
H -4.60524 0.38619 -4.52192 0.297
H -3.45561 2.94207 -4.24660 0.319
H -2.76367 1.66868 -5.31253 0.335
H -2.09105 2.66230 -2.46283 -0.018
H -0.85784 2.05755 -3.62149 0.235
```

E_HOMO (alpha / beta)   -7.63 / -7.59 eV
Gap between HOMO and LUMO (alpha / beta)   7.7 / 7.7 eV
M   763.3 g/mol
Net charge   0
Energy above the lowest of the compared OMol25 structures with the same formula, charge and spin   11.4 kJ/mol
2S+1   4

=====

Entry 2:
Computed, not measured: C18H24CaN2O4Se2 as an isolated structure in a non-equilibrium geometry, with ωB97M-V/def2-TZVPD.

Geometry as XYZ:
```
51
Properties=species:S:1:pos:R:3:mulliken_charge:R:1
Ca -0.01753 -0.30942 0.06108 1.840
C -2.06230 2.28555 0.08085 -0.593
C -2.03374 1.62720 1.44257 -0.854
O -0.72077 1.13229 1.75974 -0.243
C 0.26571 2.07943 2.21371 -0.731
C 1.14104 2.59064 1.08506 -0.622
O 1.55303 1.48755 0.25653 -0.099
C 2.23425 1.89053 -0.94681 -0.594
C 2.12921 0.75145 -1.93677 -0.854
O 0.77475 0.28148 -2.05635 -0.263
C -0.13585 1.05196 -2.86439 -0.729
C -0.94805 2.03559 -2.04272 -0.615
O -1.43514 1.38635 -0.85364 -0.109
H -1.52025 3.23374 0.07378 0.379
H -3.09242 2.48093 -0.22517 0.479
H -2.68800 0.75517 1.47292 0.317
H -2.37192 2.31738 2.21716 0.461
H 0.85138 1.55667 2.96639 0.281
H -0.23837 2.91823 2.69768 0.514
H 2.01882 3.08560 1.50851 0.525
H 0.61798 3.31026 0.45085 0.318
H 3.28177 2.10750 -0.72633 0.479
H 1.77061 2.80466 -1.32424 0.379
H 2.70805 -0.11179 -1.60624 0.319
H 2.51164 1.04711 -2.91503 0.460
H -0.77338 0.32646 -3.36422 0.282
H 0.42861 1.59036 -3.62822 0.512
H -1.78965 2.39382 -2.64121 0.522
H -0.35671 2.90117 -1.73490 0.314
Se 0.48990 -3.57366 -0.24902 0.015
Se -0.81894 -3.07208 1.67409 0.004
C 0.63125 -2.22411 2.66221 0.268
C 0.91052 -2.65545 3.94512 -0.647
C 1.96073 -2.04287 4.61735 -0.310
C 2.70005 -1.06355 3.97293 -0.817
C 2.33742 -0.70708 2.68523 -0.556
N 1.30277 -1.25877 2.04047 0.110
C -0.87136 -3.06193 -1.54486 0.275
C -1.20188 -3.95111 -2.55030 -0.657
C -2.18539 -3.56748 -3.45271 -0.297
C -2.81572 -2.34340 -3.29097 -0.825
C -2.41078 -1.52959 -2.24695 -0.567
N -1.43442 -1.86622 -1.39588 0.096
H 0.35065 -3.45947 4.40118 0.436
H 2.21070 -2.35073 5.62415 0.440
H 3.54579 -0.58643 4.44734 0.466
H 2.88645 0.05019 2.13854 0.567
H -0.73161 -4.92176 -2.61724 0.435
H -2.47188 -4.23368 -4.25584 0.437
H -3.61036 -2.02236 -3.94930 0.463
H -2.87664 -0.56632 -2.07614 0.589
```

E_HOMO   -14.13 eV
Gap between HOMO and LUMO   8.1 eV
M   530.4 g/mol
Net charge   +2
2S+1   1

=====

Entry 3:
Computed, not measured: C18H24ClCuN2O4S as an isolated structure in a non-equilibrium geometry, with ωB97M-V/def2-TZVPD.

Geometry as XYZ:
```
51
Properties=species:S:1:pos:R:3:mulliken_charge:R:1
Cu 0.21351 0.27899 0.58169 -0.549
O 0.59679 2.17051 0.80498 -0.588
S -0.87114 2.35715 0.60072 1.566
O -1.16198 2.50432 -0.84316 -0.717
O -1.46094 1.05105 1.10534 -0.499
O -1.41127 3.47875 1.34637 -0.790
C 2.06901 0.11192 -0.52182 -1.776
C 1.95352 -0.18785 -1.91309 1.021
C 2.26658 -1.45555 -2.45811 -0.383
C 2.17082 -1.70895 -3.81021 -0.490
C 1.75284 -0.72112 -4.69441 -0.574
C 1.43681 0.53789 -4.18384 -0.558
C 1.54043 0.80202 -2.83850 -0.318
H 2.37253 1.13148 -0.31570 0.508
H 2.63161 -0.61841 0.04847 0.605
H 2.59662 -2.24315 -1.79418 0.315
H 2.43350 -2.68826 -4.19688 0.360
H 1.67767 -0.92441 -5.75528 0.367
H 1.11139 1.31533 -4.86575 0.419
H 1.27656 1.77325 -2.44808 0.335
N -3.52792 -1.11048 -3.01557 0.084
C -2.15512 -1.12232 -3.58467 -1.006
C -1.18297 -1.07219 -2.38256 1.147
N -1.46124 -0.02428 -1.46021 0.399
C -2.82682 0.09109 -1.05170 0.021
C -3.75966 0.16340 -2.27191 -1.135
H -3.55948 -1.85693 -2.29881 0.164
H -4.23897 -1.27496 -3.73299 0.397
H -2.03098 -0.25480 -4.23188 0.392
H -1.99820 -2.03614 -4.16112 0.384
H -0.16646 -0.97857 -2.75477 -1.092
H -1.26865 -2.03054 -1.85509 -0.311
H -1.05322 0.91274 -1.57264 0.475
H -2.89143 0.99377 -0.44375 0.507
H -3.12031 -0.76175 -0.42862 -0.286
H -3.48418 1.00604 -2.90726 0.407
H -4.80880 0.23939 -1.98339 0.423
Cl -5.37700 -3.59470 0.15605 -0.285
C -3.74499 -3.15619 0.62039 0.268
C -3.52024 -2.37366 1.75259 -0.636
C -2.25066 -1.93454 2.02464 -0.591
C -1.15421 -2.22117 1.16792 0.477
C 0.11115 -1.61067 1.31754 -1.232
C -1.41390 -3.15198 0.12895 -0.386
C -2.68518 -3.58842 -0.16386 -0.470
H -4.35134 -2.11239 2.39469 0.407
H -2.07164 -1.31768 2.89023 0.347
H 0.91384 -2.05356 0.75143 0.495
H 0.39871 -1.32337 2.31874 0.531
H -0.57756 -3.52409 -0.44559 0.385
H -2.86805 -4.27486 -0.98296 0.469
```

E_HOMO (alpha / beta)   -2.73 / -3.91 eV
Gap between HOMO and LUMO (alpha / beta)   4.4 / 5.5 eV
M   463.5 g/mol
Net charge   -1
Energy above the lowest of the compared OMol25 structures with the same formula, charge and spin   120.0 kJ/mol
2S+1   2

=====

Entry 4:
Computed, not measured: one molecule with the formula C18H24ClNO3 in a non-equilibrium geometry, with ωB97M-V/def2-TZVPD.

Geometry as XYZ:
```
47
Properties=species:S:1:pos:R:3:mulliken_charge:R:1
O 4.74449 0.26120 2.80105 -0.625
Cl -1.37716 -5.64351 -1.33603 -0.213
O 0.25590 -1.89901 1.84634 -0.498
O 0.58423 0.61565 0.42777 -0.616
C 4.27036 -0.32430 1.82304 0.339
C 3.13154 -1.24199 1.88086 -0.197
C 2.92494 -1.77372 0.63076 -0.010
C 1.09457 -4.50786 -1.27237 -0.722
C -0.45533 -3.62088 0.31909 -0.704
C 2.06134 -3.61505 -0.83029 -0.852
C -0.16488 -4.50176 -0.73217 0.037
C 0.52411 -2.75547 0.81564 0.544
C 1.81557 -2.70327 0.25632 1.153
N -1.76939 1.91149 -0.72966 -0.274
C -2.55523 3.71115 -2.19189 -1.887
C -4.13920 2.63742 -0.64482 -1.823
C -2.31797 4.14041 0.17216 -1.596
C -0.85044 -0.96118 1.57795 -0.952
C 4.73243 -0.16207 0.36652 -0.525
C 3.96986 -1.30830 -0.35479 -0.959
C -1.79923 1.07360 0.45778 -1.070
C -0.68408 -0.02865 0.38025 0.746
C -2.68408 3.05537 -0.83458 1.688
H 1.32861 -0.01431 0.49412 0.294
H 2.55474 -1.50692 2.74023 0.532
H 1.31354 -5.25918 -2.03260 0.390
H -1.42093 -3.62939 0.76675 0.487
H 2.98793 -3.64795 -1.35365 0.371
H -0.80942 2.16829 -0.98640 0.332
H -3.37305 4.45701 -2.31580 0.414
H -2.69322 2.94509 -2.94495 0.467
H -1.58718 4.18712 -2.34652 0.415
H -4.84615 3.41538 -0.97414 0.427
H -4.39406 2.38993 0.37171 0.370
H -4.29587 1.71643 -1.22470 0.408
H -1.19652 4.20896 0.27599 0.316
H -2.67903 5.12287 -0.14479 0.431
H -2.68431 3.86036 1.16385 0.381
H -1.81068 -1.50695 1.50638 0.263
H -0.96926 -0.32171 2.43525 0.499
H 5.83108 -0.30715 0.31390 0.334
H 4.41520 0.80140 -0.09441 0.277
H 4.64246 -2.14189 -0.53060 0.429
H 3.56669 -0.99345 -1.32206 0.279
H -1.66375 1.71041 1.32084 0.409
H -2.76255 0.62986 0.59289 0.370
H -0.76661 -0.64347 -0.54023 0.124
```

E_HOMO   -8.57 eV
Gap between HOMO and LUMO   8.2 eV
M   337.8 g/mol
Net charge   0
Energy above the lowest of the compared OMol25 structures with the same formula, charge and spin   176.1 kJ/mol
2S+1   1
Structure (SMILES)   CC(C)(C)NC[C@@H](O)COc1cc(Cl)ccc1C1=CC(=O)CC1